Arrangement P

Entry from the OMol25 dataset: C55H49AsBrF4IrN2O3P2 as an isolated structure (ωB97M-V/def2-TZVPD).

The LUMO energy (spin up / spin down) comes out at -2.93 / -2.93 eV. Its HOMO energy (spin up / spin down) is -0.325 / -0.354 hartree. For the HOMO-LUMO gap (spin up / spin down), the calculation gives 5.9 / 6.7 eV. As for the multiplicity: 2. The net charge is +1.

XYZ file:
```
118
C55H49AsBrF4IrN2O3P2 ωB97M-V/def2-TZVPD
Ir -1.484 -0.576 -1.245
C -4.000 2.044 1.549
C -3.700 1.442 0.215
O -2.536 1.195 -0.125
N -4.726 1.214 -0.609
C -4.486 0.663 -1.924
C -4.537 -0.834 -1.907
C -5.744 -1.507 -1.805
C -5.756 -2.889 -1.802
C -4.552 -3.563 -1.926
C -3.391 -2.826 -2.013
N -3.373 -1.482 -1.988
H -3.359 2.913 1.692
H -3.731 1.325 2.325
H -5.044 2.335 1.651
H -5.668 1.343 -0.286
H -3.489 0.967 -2.230
H -5.213 1.070 -2.624
H -6.670 -0.947 -1.746
H -6.690 -3.432 -1.718
H -4.509 -4.644 -1.950
H -2.433 -3.315 -2.106
F 2.187 1.109 -7.287
C 1.652 0.385 -6.322
C 2.437 -0.455 -5.570
F 3.732 -0.556 -5.829
C 1.871 -1.205 -4.558
F 2.685 -2.052 -3.925
C 0.526 -1.120 -4.228
P -0.235 -2.020 -2.797
C -0.439 -3.621 -3.672
C -1.577 -3.835 -4.451
C -1.676 -4.966 -5.247
C -0.650 -5.899 -5.258
C 0.473 -5.700 -4.463
C 0.586 -4.564 -3.673
C 1.060 -2.422 -1.569
C 2.230 -1.714 -1.336
C 3.090 -2.106 -0.320
C 2.769 -3.176 0.501
C 1.577 -3.859 0.306
C 0.731 -3.486 -0.726
C -0.264 -0.308 -5.056
Br -2.137 -0.184 -4.877
C 0.293 0.435 -6.080
F -0.457 1.215 -6.845
H -2.388 -3.116 -4.442
H -2.556 -5.118 -5.861
H -0.724 -6.781 -5.881
H 1.272 -6.431 -4.457
H 1.475 -4.419 -3.075
H 2.488 -0.861 -1.953
H 4.028 -1.581 -0.177
H 3.443 -3.475 1.295
H 1.305 -4.688 0.949
H -0.196 -4.030 -0.880
C -0.468 1.120 -2.204
H 0.279 0.717 -2.878
H -1.224 1.655 -2.784
C 1.913 0.673 0.934
C 2.490 1.950 1.522
As 4.151 1.513 2.517
C 3.281 0.268 3.752
C 3.681 -1.065 3.756
C 3.065 -1.987 4.597
C 2.047 -1.577 5.447
C 1.636 -0.248 5.444
C 2.245 0.669 4.597
C 4.163 3.093 3.662
C 4.581 2.986 4.987
C 4.581 4.099 5.818
C 4.184 5.337 5.325
C 3.800 5.458 3.998
C 3.794 4.342 3.168
P 0.178 0.764 0.305
C 0.222 2.039 -1.181
C 1.634 2.306 -1.578
C 2.149 3.558 -1.693
C 1.355 4.700 -1.453
C 0.004 4.531 -1.079
C -0.545 3.294 -0.940
C -0.593 1.451 1.828
C -0.671 2.807 2.148
C -1.179 3.212 3.377
C -1.603 2.272 4.308
C -1.501 0.921 4.010
C -0.994 0.512 2.782
H 1.865 -0.114 1.692
H 2.544 0.296 0.132
H 1.812 2.427 2.226
H 2.730 2.664 0.739
H 4.486 -1.382 3.103
H 3.388 -3.022 4.597
H 1.578 -2.289 6.115
H 0.844 0.079 6.110
H 1.917 1.703 4.601
H 4.897 2.026 5.377
H 4.892 3.999 6.851
H 4.182 6.205 5.974
H 3.508 6.425 3.603
H 3.496 4.449 2.131
H 2.260 1.447 -1.808
H 3.184 3.682 -1.990
H 1.768 5.691 -1.591
H -0.618 5.405 -0.920
H -1.594 3.187 -0.699
H -0.320 3.552 1.447
H -1.225 4.270 3.612
H -1.990 2.593 5.268
H -1.804 0.180 4.741
H -0.890 -0.545 2.572
C -3.621 -2.081 2.117
O -3.229 -1.515 0.851
C -1.902 -1.669 0.503
O -1.149 -2.274 1.218
H -4.567 -1.613 2.375
H -2.870 -1.879 2.875
H -3.753 -3.158 2.021
```



Arrangement Q

Entry from the OMol25 dataset: C55H49AsBrF4IrN2O3P2 as an isolated structure (ωB97M-V/def2-TZVPD).

The LUMO energy (spin up / spin down) comes out at -2.25 / -2.98 eV. Its HOMO energy (spin up / spin down) is -0.333 / -0.334 hartree. For the HOMO-LUMO gap (spin up / spin down), the calculation gives 6.8 / 6.1 eV. As for the multiplicity: 2. The net charge is +1.

XYZ file:
```
118
C55H49AsBrF4IrN2O3P2 ωB97M-V/def2-TZVPD
Ir 0.470 -0.657 -1.423
C 4.746 -0.231 -2.151
C 3.636 -1.023 -1.546
O 2.549 -1.116 -2.143
N 3.826 -1.627 -0.367
C 2.669 -2.067 0.420
C 2.102 -0.852 1.109
C 2.685 -0.479 2.280
C 2.430 0.836 2.804
C 1.534 1.629 2.214
C 0.726 1.131 1.051
N 1.169 -0.123 0.426
H 4.821 -0.471 -3.210
H 5.703 -0.390 -1.657
H 4.461 0.820 -2.067
H 4.653 -1.371 0.151
H 2.989 -2.815 1.141
H 1.965 -2.536 -0.264
H 3.400 -1.137 2.751
H 3.003 1.202 3.647
H 1.373 2.650 2.536
H 0.690 1.907 0.282
F -3.401 -5.009 -7.220
C -2.600 -4.451 -6.331
C -1.236 -4.673 -6.378
F -0.722 -5.464 -7.308
C -0.419 -4.074 -5.435
F 0.874 -4.399 -5.498
C -0.894 -3.221 -4.442
P 0.385 -2.385 -3.366
C 1.090 -3.850 -2.545
C 0.158 -4.672 -1.906
C 0.574 -5.772 -1.174
C 1.926 -6.059 -1.061
C 2.859 -5.236 -1.673
C 2.447 -4.131 -2.405
C 1.399 -1.738 -4.752
C 0.852 -0.619 -5.372
C 1.507 -0.008 -6.431
C 2.723 -0.501 -6.873
C 3.268 -1.626 -6.268
C 2.608 -2.245 -5.218
C -2.279 -3.072 -4.382
Br -3.142 -2.127 -3.006
C -3.116 -3.662 -5.316
F -4.434 -3.503 -5.257
H -0.902 -4.453 -1.984
H -0.160 -6.408 -0.697
H 2.252 -6.922 -0.496
H 3.915 -5.448 -1.577
H 3.189 -3.488 -2.846
H -0.095 -0.222 -5.028
H 1.065 0.857 -6.909
H 3.241 -0.022 -7.693
H 4.206 -2.032 -6.623
H 3.033 -3.142 -4.797
C -1.491 -0.286 -0.972
H -1.987 -0.052 -1.918
H -1.920 -1.241 -0.646
C -1.681 2.099 2.695
C -1.696 3.538 2.185
As -1.589 4.955 3.576
C -2.595 4.124 5.022
C -3.777 3.438 4.760
C -4.568 2.965 5.797
C -4.194 3.189 7.113
C -3.038 3.906 7.386
C -2.248 4.377 6.348
C 0.247 4.503 4.086
C 1.258 5.201 3.428
C 2.593 4.915 3.673
C 2.934 3.936 4.596
C 1.936 3.240 5.262
C 0.600 3.518 5.005
P -1.034 0.841 1.557
C -2.013 0.830 -0.009
C -3.450 0.561 0.342
C -4.466 1.364 -0.062
C -4.225 2.542 -0.801
C -2.897 2.917 -1.079
C -1.839 2.166 -0.676
C -1.076 -0.695 2.504
C -0.516 -0.644 3.785
C -0.449 -1.785 4.567
C -0.946 -2.988 4.090
C -1.506 -3.048 2.822
C -1.566 -1.911 2.032
H -2.683 1.746 2.948
H -1.081 2.023 3.605
H -2.569 3.745 1.570
H -0.823 3.738 1.558
H -4.107 3.286 3.736
H -5.483 2.431 5.575
H -4.810 2.823 7.923
H -2.753 4.108 8.410
H -1.356 4.949 6.579
H 1.001 5.979 2.716
H 3.367 5.466 3.155
H 3.975 3.721 4.799
H 2.196 2.479 5.988
H -0.167 2.958 5.527
H -3.665 -0.346 0.896
H -5.485 1.092 0.184
H -5.049 3.148 -1.148
H -2.712 3.839 -1.616
H -0.834 2.480 -0.925
H -0.107 0.278 4.173
H -0.005 -1.730 5.552
H -0.901 -3.876 4.706
H -1.903 -3.981 2.445
H -2.006 -1.990 1.049
C 0.206 2.600 -3.942
O 0.084 1.308 -3.325
C 0.834 1.091 -2.224
O 1.596 1.929 -1.796
H -0.483 3.295 -3.461
H -0.072 2.464 -4.984
H 1.224 2.969 -3.857
```



Relative calculated energies, zero for the most stable structure, unit kJ/mol: arrangement P 11.5; arrangement Q 0.0.